No. 1
32
Properties=species:S:1:pos:R:3:forces:R:3:lowdin_charge:R:1 method="wB97M-V/def2-TZVPD" e_lumo_ha=0.01549 multiplicity=1 relative_energy_kcal_mol=38.1 gap_ha=0.3987
Cl 1.3329 -1.0731 -3.0648 -0.763 -0.841 0.334 0.4974
Cl 3.0826 -1.8397 2.9758 -0.563 -0.483 -0.572 0.5014
Cl -2.2324 1.4038 3.0457 0.054 -0.886 0.133 0.5413
Cl -0.8641 -3.1325 -2.9499 -0.293 0.148 -0.263 0.5953
Cl 1.0097 -3.6905 1.8250 0.305 -0.161 0.255 0.5414
Cl -0.3879 -0.7844 3.7837 -0.546 0.245 0.227 0.5540
Cl 2.8379 -2.2468 0.0571 0.123 -0.249 0.384 0.5291
Cl -1.4136 1.1836 5.7882 -0.102 -1.054 -0.795 0.4382
Cl 1.5962 -3.4421 -4.6023 -0.658 -0.315 0.687 0.4765
P -0.6065 1.2761 -0.5426 0.590 -2.117 -0.330 0.4859
O -2.1284 0.8179 -0.4501 -0.003 2.984 0.482 -0.2279
O -0.3313 2.5150 0.4945 -1.204 -2.233 -2.067 -0.2240
O -0.4915 1.7718 -2.1083 -0.114 1.005 2.045 -0.2204
O 0.1700 0.0355 -0.2365 0.366 1.720 -0.155 -0.2932
C 1.9755 -2.2437 1.6159 -0.078 1.036 -0.468 -1.5515
C 0.8317 -2.8287 -3.0767 1.683 0.779 -0.561 -1.4785
C 0.5913 2.5111 -2.6903 1.206 -1.668 -2.118 -0.1181
C -1.7848 0.1772 4.2741 0.263 1.627 0.700 -1.4184
C 0.7964 2.3278 1.3321 2.132 1.868 0.282 -0.1503
C -2.5257 -0.3527 -1.0854 0.571 -2.203 -0.269 -0.1366
H -1.7049 -0.7532 -1.6804 -0.247 0.272 -0.594 0.0294
H 1.5751 2.4761 -2.2223 -0.495 0.452 0.981 0.0940
H -3.4630 -0.2864 -1.6378 0.208 0.536 0.006 0.0985
H -2.6446 -0.4419 4.5301 0.322 0.052 -0.245 0.0204
H 1.3070 -3.3099 -2.2219 0.070 0.181 -0.292 -0.0178
H 1.0309 3.3708 1.5450 -0.264 -0.015 1.139 0.0944
H 0.8528 1.9474 -3.5858 -0.015 -0.963 -0.088 0.0603
H -2.6177 -1.1537 -0.3519 -0.374 0.144 0.393 0.0927
H 0.7681 1.6787 2.2073 -0.918 0.103 -0.173 0.0664
H 1.2700 -1.4208 1.5011 0.143 -0.039 0.210 -0.0533
H 1.7440 2.1128 0.8381 -0.366 -0.838 -0.784 0.0846
H 0.4244 3.3946 -3.3065 -1.032 0.914 1.514 0.0891

=====

No. 2
192
Properties=species:S:1:pos:R:3:forces:R:3:lowdin_charge:R:1 method="wB97M-V/def2-TZVPD" e_lumo_ha=0.01742 multiplicity=1 relative_energy_kcal_mol=113.1 gap_ha=0.3137
O 31.5893 9.9022 34.8684 0.070 1.164 -1.062 -0.1257
O 31.4380 6.0278 29.4434 -0.082 -1.719 0.413 -0.2025
O 27.1787 10.7983 31.3236 -0.361 -0.889 0.093 -0.1896
O 22.2615 5.2812 28.8203 -0.062 0.771 -0.077 0.0003
O 23.5418 12.4688 33.3402 0.401 -0.659 -0.709 -0.1791
O 30.9773 10.7272 29.8812 0.611 -1.028 -0.622 -0.2109
O 27.5594 6.0213 30.7209 0.893 -0.222 1.422 -0.2128
O 22.2087 16.7464 34.7495 0.270 0.508 0.753 -0.1927
O 25.7151 11.3657 36.4955 -0.599 -0.276 -0.778 -0.1923
O 28.2414 7.4721 28.4957 0.819 0.807 0.390 -0.1324
O 26.2508 -1.4287 29.9622 0.762 -0.214 -0.853 0.0159
O 23.7444 5.0263 32.6504 0.672 -0.271 0.127 -0.1095
O 23.2310 14.1328 31.0543 -0.024 0.187 -0.356 -0.0228
O 29.9714 12.7003 34.4136 -0.504 -0.087 0.242 -0.1475
N 24.3417 13.7813 35.5762 0.121 0.234 -1.334 -0.0915
N 32.4881 8.1461 30.7673 1.049 -0.725 -1.066 -0.0416
N 24.2718 14.0719 30.1001 0.653 -0.713 -0.756 -0.0886
N 26.5704 -0.1469 29.5550 0.132 3.312 0.954 -0.1408
N 23.1355 6.3451 29.1115 1.800 -1.227 1.881 -0.1142
N 28.1630 8.0932 32.4269 0.117 0.713 0.262 -0.0286
C 32.1321 10.5642 30.6895 0.532 0.600 -0.031 -0.1966
C 23.8528 13.2845 28.9050 0.166 -0.255 0.498 -0.4843
C 23.6075 8.5125 30.2385 0.581 -0.536 -0.559 -0.1185
C 27.6924 0.3324 31.6619 -0.770 -1.051 1.071 -0.0456
C 22.5273 7.5963 29.6343 -0.233 -0.176 -0.813 -0.4732
C 26.9489 4.8835 30.1662 1.495 0.541 0.161 -0.1346
C 25.1592 4.9829 28.2555 -2.974 -1.132 -0.743 -0.0563
C 29.0869 -0.3429 29.6351 0.364 1.098 0.692 -0.0164
C 25.7975 13.6028 35.6172 0.195 -1.029 0.752 -0.1602
C 23.9181 16.5005 29.5285 -0.535 0.094 0.682 -0.0214
C 22.5408 11.6787 33.9411 -0.785 0.356 -0.254 -0.1407
C 30.9086 13.7016 34.7811 0.291 -0.652 -0.165 -0.1469
C 28.6872 9.4542 32.5823 -0.225 -0.905 -0.484 -0.1845
C 25.6929 14.5294 27.5559 -1.326 0.134 0.940 -0.1761
C 24.7674 -0.0767 27.9325 -0.327 -0.402 -0.393 -0.0369
C 27.9158 1.9262 29.8225 -1.230 -1.113 -0.473 -0.1447
C 27.6107 10.4790 32.6399 0.828 1.280 -0.532 -0.2174
C 33.3517 7.0635 30.2549 -0.744 -1.873 0.823 -0.2040
C 24.5827 6.1701 32.4748 0.044 -0.480 -0.462 -0.1499
C 32.5450 5.7641 30.3221 -0.027 0.549 -0.421 -0.2264
C 29.1961 7.1301 32.1516 -1.198 -1.413 0.163 -0.1885
C 23.9588 6.7069 26.8092 -0.089 0.231 -0.396 -0.0172
C 25.6274 9.9667 36.1935 0.624 0.593 -1.071 -0.0915
C 28.3712 8.8418 28.8892 0.578 0.261 -0.465 -0.1243
C 27.8212 0.4101 30.1507 0.481 -0.190 -0.395 -0.4669
C 26.1826 12.1239 35.3428 0.019 0.580 1.309 -0.1831
C 30.9199 9.2078 35.8697 -0.108 -0.633 1.024 -0.1702
C 30.1892 11.8547 30.1552 -0.036 0.005 0.277 -0.1026
C 24.3400 6.3094 28.2801 0.341 1.416 -1.437 -0.4045
C 23.9213 15.1774 35.6384 -1.568 -0.266 0.321 -0.1709
C 26.1925 11.7957 31.3152 0.037 0.291 -0.188 -0.1092
C 27.0600 -0.6814 27.1426 0.487 -0.439 0.478 -0.0247
C 26.0053 15.2808 28.8405 0.415 -0.025 -0.292 -0.1379
C 24.8850 15.3842 29.9286 1.496 -0.320 -0.898 -0.4973
C 25.3626 7.3444 28.8718 -0.580 -0.594 -0.089 -0.1183
C 22.0695 17.5540 35.9226 -0.344 -0.831 -0.342 -0.0897
C 26.2705 0.1754 28.1723 -0.934 -0.521 -1.117 -0.4886
C 25.6810 15.6867 31.2047 -0.526 0.890 0.604 -0.0367
C 27.8112 2.2144 28.3388 0.906 0.490 -0.041 -0.1951
C 21.8230 8.3035 28.4694 -0.640 0.332 -0.351 -0.0269
C 33.0601 9.3739 30.2914 -0.867 1.882 0.784 -0.2112
C 22.4897 15.3911 35.0053 1.537 -0.111 -0.895 -0.2058
C 22.5942 13.7800 28.2298 -0.944 1.054 -0.884 -0.0370
C 26.5205 1.6609 27.8202 -0.185 -0.392 0.113 -0.1358
C 24.9880 13.2347 27.8782 0.363 -0.885 -0.307 -0.1548
C 23.5887 11.8327 29.3593 0.247 0.650 0.911 -0.0435
C 28.4100 5.8265 31.8497 1.439 -0.383 -0.131 -0.1758
C 21.5306 7.2533 30.7499 -0.349 -0.227 -0.312 -0.0159
C 30.7386 4.7771 29.2669 0.049 1.100 -0.571 -0.0848
C 24.7928 8.6918 29.2912 -0.057 -0.176 -0.210 -0.1582
H 28.6544 1.8725 27.7353 0.160 -0.094 0.157 0.1127
H 22.6595 11.5286 35.0159 0.224 0.260 0.089 0.0737
H 29.8286 4.9391 28.6886 -0.075 0.346 0.186 0.0834
H 26.2763 16.2976 28.5493 0.070 0.143 0.270 0.1175
H 34.0087 9.5036 30.8168 0.077 0.291 -0.051 0.1191
H 25.4745 4.7450 29.2732 -3.387 -0.998 -1.769 0.0253
H 27.6088 4.0964 29.7935 0.454 0.815 0.435 0.0575
H 24.6599 6.4520 31.4221 -0.722 0.179 0.258 0.0484
H 25.8053 6.8262 29.7256 -0.174 0.685 0.091 0.0851
H 25.7119 2.3048 28.1672 -0.185 -0.287 0.205 0.0998
H 32.6834 11.5089 30.6619 0.330 0.038 -0.171 0.1150
H 21.9060 5.4925 27.9463 -0.282 -0.173 -0.210 0.0772
H 21.2865 7.6271 27.8000 -0.322 -0.370 0.438 0.0761
H 33.6785 7.0819 29.2113 -0.348 0.799 -0.304 0.1190
H 24.3925 11.4346 29.9809 -0.048 0.104 -0.735 0.0309
H 21.5930 12.1842 33.7402 -0.327 -0.228 0.339 0.0799
H 26.4602 14.9704 31.4615 -0.266 -0.407 -0.320 0.0678
H 24.1123 0.2448 28.7419 0.315 0.337 0.106 0.0898
H 25.5958 9.3301 37.0749 0.185 0.385 0.173 0.0880
H 22.4749 8.7885 27.7430 0.338 0.307 0.511 0.0626
H 26.6005 14.2800 27.0086 -0.115 0.504 -0.321 0.1164
H 24.7953 9.6901 35.5403 -0.474 0.386 0.164 0.0800
H 24.3449 17.4942 29.6692 0.255 -0.063 -0.137 0.0838
H 32.0622 9.3146 34.2756 -0.159 -0.129 0.015 0.0791
H 23.9289 13.3011 36.3635 0.183 -0.320 -0.062 0.1222
H 24.5864 6.2680 26.0324 0.201 -0.154 0.216 0.0805
H 24.5911 12.8241 26.9462 -0.323 -0.008 0.000 0.1237
H 26.2082 16.6394 31.1192 -0.129 0.154 -0.164 0.0846
H 24.6792 4.0791 27.8774 -0.885 0.332 -0.213 0.0882
H 30.7218 12.8038 30.0515 0.360 -0.023 0.052 0.0898
H 26.2003 4.3579 30.7651 0.029 0.356 0.882 0.1251
H 29.3591 -0.1211 28.6040 -0.582 -0.398 -0.211 0.0615
H 27.7625 3.2991 28.2198 0.267 -0.060 -0.370 0.0873
H 31.6782 13.2791 35.4302 0.156 0.027 -0.039 0.0768
H 26.7676 0.7949 32.0120 -0.048 0.331 -0.353 0.0912
H 30.4866 4.3849 30.2525 0.079 -0.433 -0.140 0.0668
H 26.9766 2.3650 30.1709 0.136 -0.296 0.637 0.1049
H 26.9152 14.8309 29.2430 -0.094 -0.039 0.415 0.1101
H 28.1202 11.3994 32.9440 -0.234 0.141 0.786 0.1073
H 22.5005 15.0060 33.9843 0.046 -0.524 0.131 0.1136
H 25.0096 15.7855 32.0602 -0.043 -0.037 0.065 0.0747
H 28.2680 7.0459 29.3632 -0.237 -0.755 -0.239 0.0301
H 22.9336 6.4649 26.5193 -0.080 -0.544 0.233 0.0646
H 29.2486 9.0298 29.5130 -0.045 -0.346 0.361 0.0569
H 28.0417 -0.2667 26.9132 -0.107 0.216 -0.142 0.0675
H 26.8242 10.2099 33.3465 -0.276 -0.045 -0.253 0.1090
H 25.5698 9.2791 29.7839 -0.041 -0.006 0.062 0.0864
H 26.1041 13.8960 36.6257 0.530 -0.324 0.144 0.1197
H 30.4575 11.8861 34.2460 0.086 -0.125 0.083 0.0386
H 34.2938 6.9250 30.7892 -0.160 0.434 0.567 0.1183
H 23.9509 7.7787 26.6032 0.436 0.156 0.398 0.0678
H 31.8420 10.4567 31.7392 -0.137 -0.300 0.159 0.1066
H 33.1344 4.8922 30.0236 0.142 0.101 -0.680 0.1163
H 24.5467 9.2425 28.3819 -0.250 0.138 0.052 0.0963
H 26.8660 -1.9253 29.4039 -0.174 -1.019 0.303 0.0790
H 29.7928 11.7743 31.1696 -0.209 0.265 0.045 0.0734
H 25.7246 12.4724 28.1469 0.109 0.064 0.471 0.1112
H 24.2047 6.9303 33.1574 0.287 0.492 -0.342 0.0890
H 21.9982 6.7135 31.5734 0.139 0.078 -0.065 0.0675
H 29.9521 0.0936 30.1412 0.026 -0.227 0.462 0.0827
H 33.2732 9.3694 29.2192 -0.123 0.122 -0.165 0.1217
H 27.2648 11.9917 35.2728 0.207 0.276 0.165 0.1097
H 29.3766 11.8741 29.4302 -0.086 -0.190 0.139 0.0920
H 28.6188 9.4612 28.0259 -0.511 -0.100 -0.278 0.0905
H 20.7069 6.6401 30.3830 0.080 -0.083 -0.093 0.0840
H 21.8900 14.3608 28.8270 0.152 -0.405 0.615 0.0852
H 26.3912 5.2631 29.3087 3.570 0.696 1.747 -0.0086
H 21.7353 14.8414 35.5742 -0.236 0.255 0.219 0.1241
H 24.5002 -1.1209 27.7592 0.381 -0.185 0.161 0.0780
H 25.2242 11.4290 31.6641 0.063 -0.026 0.216 0.0792
H 26.3704 14.2682 34.9710 -0.528 0.005 -0.501 0.1209
H 23.5529 16.4117 28.5056 0.184 -0.073 -0.053 0.0728
H 23.5480 13.5172 31.7257 -0.332 -0.217 0.474 0.0517
H 27.8886 5.4363 32.7261 -0.514 0.548 0.083 0.1217
H 22.7649 11.8606 30.0747 -0.545 -0.273 -0.505 0.0933
H 21.0933 9.0262 28.8378 0.045 0.138 -0.068 0.0881
H 29.2762 9.5348 33.4973 0.121 -0.212 -0.016 0.1075
H 28.7235 2.4016 30.3777 0.245 -0.146 -0.208 0.1181
H 23.8232 15.3799 36.7077 0.425 0.915 -0.022 0.1093
H 22.4589 10.6795 33.5118 0.398 0.071 -0.329 0.0735
H 31.1786 8.1507 35.7995 -0.088 -0.053 0.474 0.0860
H 24.6285 15.8155 35.1110 0.009 0.092 0.215 0.1260
H 31.6056 8.0665 30.2744 -0.193 -0.365 0.053 0.0821
H 26.5281 1.7366 26.7316 -0.211 -0.089 -0.058 0.1307
H 29.8300 9.2884 35.8801 -0.098 0.139 -0.719 0.0704
H 26.0570 5.0068 27.6359 0.031 0.751 -0.046 0.1144
H 21.0694 8.1534 31.1587 0.202 0.168 -0.060 0.0874
H 23.1747 9.4694 30.5287 -0.180 -0.030 -0.064 0.1062
H 27.5540 -0.6946 32.0075 0.207 -0.188 -0.239 0.0782
H 24.4689 0.4202 27.0075 -0.008 0.207 0.036 0.0821
H 29.3066 9.6846 31.7102 0.406 0.251 0.107 0.0988
H 29.8237 6.9176 33.0193 0.064 0.204 0.097 0.1230
H 28.4803 0.7297 32.3024 0.411 0.247 -0.627 0.0851
H 25.8103 11.7659 34.3822 -0.676 0.031 0.203 0.0859
H 24.9656 15.1402 27.0167 0.420 0.071 -0.641 0.1037
H 22.7981 14.4842 27.4189 0.306 -0.086 -0.173 0.0726
H 23.1164 4.9713 31.9264 0.094 0.101 -0.214 0.0566
H 32.1873 5.4352 31.3019 -0.214 0.660 0.358 0.1167
H 26.4907 9.7635 35.5540 0.336 -0.639 0.389 0.0666
H 22.2194 18.5956 35.6462 -0.170 -0.066 -0.016 0.0893
H 22.7808 17.2760 36.7011 0.122 0.105 -0.035 0.0715
H 29.1418 5.0325 31.6690 0.049 -0.074 -0.504 0.0971
H 21.0633 17.3528 36.2962 -0.086 0.470 0.308 0.0876
H 26.5301 -0.8876 26.2132 -0.143 0.291 0.044 0.0864
H 27.6214 8.0497 31.5710 -0.545 0.493 0.104 0.0924
H 26.1861 7.4673 28.1670 -0.302 -0.031 -0.019 0.1148
H 23.4478 11.1939 28.4895 -0.384 -0.038 0.150 0.0828
H 25.6476 5.9981 32.6410 -0.129 -0.584 0.891 0.0630
H 31.3543 4.1231 28.6473 0.132 -0.385 0.383 0.0932
H 22.0326 12.9651 27.7715 0.049 -0.103 0.060 0.0845
H 26.0759 12.1603 30.2945 0.202 -0.099 0.184 0.0683
H 27.4826 9.2088 29.4041 0.067 0.087 -0.133 0.0538
H 23.8319 13.1376 33.9896 0.066 -0.120 0.651 0.0236
H 29.0723 -1.4079 29.8648 -0.054 -0.026 -0.197 0.0828
H 26.4734 12.6561 31.9285 0.118 0.055 0.197 0.0879
H 23.0418 16.4738 30.1788 -0.052 -0.088 0.022 0.0821
H 30.4235 14.4851 35.3610 -0.196 0.068 -0.358 0.0774
H 29.8379 7.4287 31.3180 0.119 -0.201 -0.160 0.0952
H 31.3635 14.0529 33.8537 0.190 0.573 0.262 0.0762
H 24.0076 8.0261 31.1308 -0.351 0.412 -0.087 0.0827
H 31.2029 9.6482 36.8278 0.286 -0.360 0.132 0.0815
H 27.2943 -1.6613 27.5667 -0.132 -0.182 -0.030 0.0725

=====

No. 3
14
Properties=species:S:1:pos:R:3:forces:R:3:lowdin_charge:R:1 method="wB97M-V/def2-TZVPD" e_lumo_ha=-0.22130 multiplicity=1 relative_energy_kcal_mol=176.0 total_charge=+1 gap_ha=0.2140
N 1.4409 0.6448 2.3624 2.000 -1.195 -1.346 -0.0362
N 1.1266 0.4552 3.4877 0.250 1.152 3.499 0.1144
N -0.3742 0.0168 -1.3902 -0.908 -1.132 0.257 -0.0617
N -0.4842 -1.0169 -2.1244 1.823 1.216 0.026 0.1965
N -1.4760 0.4814 -0.9380 -1.791 0.705 -2.300 0.1630
N 1.4325 -0.4213 0.1947 2.487 -1.026 -3.126 0.0498
C 0.9925 0.2982 1.1051 -2.522 1.853 -0.153 -0.3749
H 0.3592 -1.5187 -2.3726 0.222 0.318 -0.125 0.1579
H -1.4497 1.1643 -0.1958 0.463 0.470 -0.292 0.1242
H 0.3768 -0.1427 3.8457 -0.327 -0.996 -1.166 0.0893
H -1.3100 -1.2887 -2.5661 -2.027 -0.740 -0.551 0.1309
H 1.4596 -0.3153 -0.9708 -0.228 0.250 5.517 0.1408
H -2.2529 0.5506 -1.6574 0.449 -0.489 1.672 0.1882
H 0.1591 1.0923 1.2197 0.108 -0.387 -1.911 0.1178

=====

No. 4
27
Properties=species:S:1:pos:R:3:forces:R:3:lowdin_charge:R:1 method="wB97M-V/def2-TZVPD" e_lumo_ha=-0.03580 multiplicity=1 relative_energy_kcal_mol=47.3 gap_ha=0.2570
Cl -3.5061 2.7022 0.0692 -0.085 -0.581 -0.303 0.6449
P -1.4030 -3.1360 0.4906 -0.154 -0.358 -1.098 0.9076
O -1.6217 -3.8692 -0.8095 0.135 0.870 1.266 -0.5024
O 0.6880 0.6143 -1.7805 -0.222 -1.869 1.055 0.0208
N -2.1910 0.7312 1.0661 0.672 0.943 0.988 0.0497
N 1.0972 -1.3416 -0.4149 -3.259 1.572 -1.395 0.1203
C -2.1870 -1.4836 0.3325 0.028 -1.815 -0.670 -0.4332
C 2.1104 0.7993 0.1218 -0.462 -2.272 2.095 -0.2995
C -3.1274 -1.2293 -0.6824 1.241 0.997 0.411 -0.0698
C -1.7617 -0.5085 1.1824 0.346 -0.930 1.551 -0.2036
C 2.5199 2.1853 -0.1090 4.918 -1.335 -0.556 -0.0767
C -3.0288 1.0084 0.1317 -1.096 -0.358 -1.154 -0.6983
C -3.5788 0.0507 -0.7996 -0.340 2.241 0.603 -0.0538
C 1.3092 0.0226 -0.6415 0.862 2.271 -0.993 -0.3446
C 2.7393 0.2394 1.4776 -1.397 -1.609 -3.415 -0.0417
H -3.2711 -1.9708 -1.4206 -0.669 -0.832 -0.530 0.0939
H 1.2818 1.2210 -2.2233 0.331 0.134 0.187 0.0778
H 1.9575 2.9503 0.2151 -2.596 2.499 1.321 0.0291
H 3.8072 0.2380 1.2295 -0.049 -0.008 0.909 0.0696
H 3.5837 2.3709 0.4958 -2.475 -0.490 -1.813 0.1439
H -1.1205 -0.7892 2.0745 -0.520 0.645 -1.242 0.1275
H 0.7183 -1.9671 -1.1013 -0.250 0.570 -0.729 0.0826
H 1.8399 -1.7485 -0.0161 3.199 -1.718 1.815 0.0243
H 2.4030 0.9513 2.2080 0.286 -0.151 0.838 0.0646
H -4.3179 0.4549 -1.5107 0.537 -0.635 0.232 0.1121
H 2.7032 2.3490 -1.1743 0.277 0.284 -0.003 0.0721
H 2.3561 -0.8448 1.5889 0.742 1.936 0.630 0.0829